# 1
Density functional theory data (ωB97M-V with the def2-TZVPD basis set) for C34H34ClCsNP as an isolated structure.

Each line ends with the Mulliken charge.
Element x y z (Å)
Cs (1.4017, -1.4606, -0.1176)  1.226
Cl (7.6916, -2.3350, 1.0254)  -0.332
P (-0.6568, 1.7787, -0.8076)  0.433
N (-0.1342, -3.2944, 1.4484)  -0.176
C (0.8733, -2.5397, 3.5889)  -1.013
C (5.0417, -2.2746, -1.9866)  -0.570
C (1.4360, 1.5911, 1.4554)  0.265
C (-3.4964, 3.5553, -3.2311)  -0.813
C (0.6894, 2.7327, 1.4374)  0.919
C (6.1407, -2.0284, -1.2041)  -0.485
C (-1.9107, 0.5048, -0.3735)  0.617
C (4.1689, -3.7499, -0.2843)  -0.224
C (-2.8978, 2.7489, -2.2784)  -0.098
C (0.9225, 3.8050, 2.3713)  -1.126
C (3.9947, -3.1825, -1.5963)  0.588
C (-1.8815, 0.8098, 2.1853)  -1.292
C (-3.3570, -1.2080, -1.3211)  -0.834
C (-0.2219, -3.1865, 2.7971)  0.204
C (-1.5269, 2.8233, -2.0229)  0.024
C (-3.2271, -0.9218, 1.0456)  -0.498
C (-1.4581, -4.2854, -0.3968)  -0.982
C (-1.2466, -3.9565, 1.0455)  0.252
C (-2.4164, -0.2094, -1.4689)  -0.576
C (-2.7274, 4.4612, -3.9438)  -0.620
C (-1.2358, 4.0786, 0.6638)  0.051
C (0.1055, 4.8925, 2.4627)  -0.290
C (-1.0115, 5.0527, 1.6195)  -0.910
C (-2.3260, 0.1382, 0.9204)  0.688
C (-0.7518, 3.7609, -2.7300)  0.863
C (-1.3710, 4.5599, -3.6822)  -0.713
C (2.8960, -3.4362, -2.3769)  -1.577
C (-2.0551, -4.2740, 2.1266)  -0.793
C (-0.4194, 2.9570, 0.5302)  0.499
C (5.2723, -3.4969, 0.4921)  -0.549
C (-3.7693, -1.5636, -0.0463)  -0.688
C (6.2768, -2.6478, 0.0372)  0.323
C (0.7069, 3.9194, -2.4488)  -1.533
C (-1.3938, -3.7653, 3.2660)  -0.712
H (1.1618, 4.6185, -3.1515)  0.432
H (3.4052, -4.4164, 0.1051)  0.332
H (6.9049, -1.3429, -1.5527)  0.352
H (-0.7939, 0.8219, 2.2779)  0.115
H (1.7728, 3.7226, 3.0417)  0.298
H (-2.0718, 0.0483, -2.4659)  0.520
H (1.5682, -1.9818, 2.9538)  0.146
H (0.3377, 5.6517, 3.2064)  0.299
H (-2.2221, 1.8460, 2.2304)  0.289
H (-3.4991, 2.0494, -1.7134)  0.439
H (-2.0703, 4.1949, -0.0195)  0.352
H (-4.4606, -2.3813, 0.1084)  0.344
H (0.8668, 4.2783, -1.4296)  0.240
H (-3.1800, 5.0978, -4.6952)  0.340
H (-1.1435, -5.3039, -0.6579)  0.234
H (-2.2803, 0.2624, 3.0397)  0.454
H (-3.0056, -4.7942, 2.0938)  0.376
H (2.1687, -4.1793, -2.0732)  0.391
H (2.2348, 1.4585, 2.1733)  0.276
H (0.4835, -1.8258, 4.3208)  0.248
H (-1.7223, -3.8145, 4.2972)  0.367
H (-4.5623, 3.4745, -3.4084)  0.406
H (5.3517, -3.9598, 1.4695)  0.371
H (-3.7360, -1.7262, -2.1950)  0.393
H (-0.7689, 5.2791, -4.2274)  0.336
H (1.4829, -3.2696, 4.1335)  0.255
H (1.2200, 2.9566, -2.5148)  0.292
H (-1.6550, 5.9205, 1.6976)  0.366
H (-3.4899, -1.2619, 2.0392)  0.154
H (-2.5085, -4.1944, -0.6731)  0.288
H (4.9668, -1.7741, -2.9474)  0.262
H (2.8010, -2.9899, -3.3599)  0.214
H (1.2170, 0.7937, 0.7501)  -1.868
H (-0.8988, -3.6121, -1.0552)  0.138

As for the frontier orbital gap: 4.6 eV. As for the energy relative to the best compared isomer or geometry (same formula, charge and spin): 1.3 kcal/mol. The value obtained for the total energy is -59658.617 eV. The total charge is -2. As for the molecular weight: 655.99 g mol⁻¹. The value obtained for the LUMO energy is 0.144 Eh.

***

# 2
Density functional theory data (ωB97M-V with the def2-TZVPD basis set) for C34H34FeNO3P2Te as an isolated structure at a distorted geometry.

Each line ends with the Mulliken spin population.
Element x y z (Å)
Te (0.0205, 2.4575, 0.5069)  0.014
Fe (-1.8767, -0.3796, -1.3647)  3.345
P (-1.3146, -0.5804, 1.1494)  0.090
P (0.7321, -0.2457, -1.3349)  0.004
O (-2.0667, -0.4342, -3.0810)  0.540
O (-3.5506, -2.0628, -1.2161)  0.009
O (-3.6753, 1.1523, -1.3487)  0.010
N (4.4408, 3.1165, 2.6024)  0.000
C (-3.6787, -2.6283, -2.5266)  -0.008
C (4.2074, 3.4232, 1.3297)  0.000
C (-0.5068, -3.2072, 2.0097)  0.004
C (3.4146, 2.6069, 3.2850)  0.000
C (0.1510, 2.2357, -5.2484)  -0.001
C (-0.4879, -4.3700, -0.4775)  0.007
C (-1.3000, 0.1813, 5.1848)  0.002
C (-1.6775, 0.0157, 3.8551)  -0.004
C (-0.0073, 0.3303, 0.1977)  0.008
C (-0.8280, -2.4022, 0.9098)  -0.056
C (4.4156, -0.2798, 0.4344)  0.000
C (-3.7997, 1.7314, -0.0498)  -0.012
C (2.9862, 3.2366, 0.6945)  0.002
C (2.1577, 2.3898, 2.7461)  0.000
C (0.9553, -0.4024, 4.5982)  0.001
C (4.6416, 1.3147, -1.3349)  -0.001
C (-0.1515, -5.1409, 0.6243)  0.002
C (1.1914, 0.4947, -3.9650)  0.011
C (1.0436, 1.1841, -5.1650)  0.003
C (-4.6318, -1.1799, -0.9279)  0.006
C (-0.1752, -4.5505, 1.8757)  -0.001
C (-4.6977, 0.1902, -1.5996)  -0.027
C (-0.7485, -0.3560, 2.8926)  -0.001
C (-0.8344, -3.0359, -0.3348)  0.073
C (0.5778, -0.5446, 3.2746)  0.001
C (-0.6010, 2.5719, -4.1256)  0.008
C (3.0927, -0.4738, 0.0766)  0.002
C (0.0161, -0.0352, 5.5577)  0.000
C (5.2031, 0.6146, -0.2806)  0.002
C (1.9297, 2.6909, 1.4085)  -0.003
C (-0.4585, 1.8618, -2.9503)  0.004
C (2.5080, 0.2198, -0.9878)  0.004
C (3.3068, 1.1276, -1.6808)  0.000
C (0.4581, 0.8231, -2.8352)  -0.023
H (-2.7100, 0.1736, 3.5635)  0.000
H (-3.5928, 1.0004, 0.7351)  0.002
H (0.0294, 2.7844, -6.1749)  0.000
H (5.0442, 3.8363, 0.7748)  0.000
H (1.6343, 0.8914, -6.0252)  0.000
H (-2.9114, -3.3955, -2.5990)  -0.001
H (-1.0993, -2.5026, -1.2389)  -0.022
H (0.3161, 0.0891, 6.5910)  0.000
H (2.8883, 1.7039, -2.4911)  0.000
H (4.8371, -0.8264, 1.2700)  0.000
H (1.8964, -0.3301, -3.9225)  -0.002
H (-5.5468, -1.7160, -1.2138)  0.002
H (-2.0347, 0.4755, 5.9242)  0.000
H (-4.7995, 2.1633, 0.0709)  -0.003
H (-3.0553, 2.5254, 0.0077)  0.000
H (2.4838, -1.1814, 0.6308)  -0.005
H (6.2395, 0.7700, -0.0060)  0.000
H (1.9892, -0.5592, 4.8826)  0.000
H (0.0660, -5.1276, 2.7606)  0.000
H (0.1155, -6.1841, 0.5071)  0.001
H (-1.3236, 3.3777, -4.1743)  -0.001
H (1.3073, -0.8034, 2.5165)  0.000
H (-4.6748, -3.0803, -2.6020)  0.002
H (-4.7271, 0.0602, -2.6802)  0.004
H (3.6046, 2.3720, 4.3286)  0.000
H (1.3638, 2.0065, 3.3650)  0.000
H (-0.5291, -2.8057, 3.0088)  0.000
H (5.2403, 2.0282, -1.8902)  0.000
H (2.8734, 3.5009, -0.3488)  0.000
H (-4.6506, -1.0555, 0.1584)  -0.006
H (-3.4605, -1.8466, -3.2601)  0.012
H (-0.4847, -4.8062, -1.4690)  0.000
H (-1.0753, 2.1398, -2.1080)  0.000
H (-5.6355, 0.6609, -1.2700)  0.003

As for the frontier orbital gap (spin up / spin down): 6.0 / 6.3 eV. As for the energy relative to the best compared isomer or geometry (same formula, charge and spin): 18.0 kcal/mol. The value obtained for the total energy is -103696.961 eV. The total charge is -1. As for the molecular weight: 750.04 g mol⁻¹. As for the multiplicity: 5. The value obtained for the LUMO energy (spin up / spin down) is 0.089 / 0.089 Eh.

***

# 3
Density functional theory data (ωB97M-V with the def2-TZVPD basis set) for C34H34HfN6O3SSi as an isolated structure.

Each line ends with the Mulliken charge.
Element x y z (Å)
Hf (-0.3187, 1.3374, 0.7446)  0.537
S (-5.7700, -1.9089, 3.0624)  1.034
Si (2.1268, 0.3391, 1.7590)  0.149
O (-6.4868, -1.3712, 4.1832)  -0.710
O (-4.3711, -1.4507, 2.9787)  -0.501
O (-5.9181, -3.3084, 2.7538)  -0.678
N (-2.0151, 1.0588, -0.5491)  -0.475
N (-0.2178, 8.3570, -2.0540)  -0.315
N (-7.7820, -0.8118, 1.4697)  -0.446
N (-0.4182, 3.5288, 0.2291)  0.576
N (-0.6444, 0.0886, 2.4958)  0.821
N (-5.5786, -0.8071, 0.6830)  -0.225
C (1.9888, 2.2435, 1.7843)  1.128
C (3.7940, -0.2901, 2.1550)  0.648
C (-1.8442, -0.7669, 4.8699)  -0.838
C (6.0332, 0.0557, 2.9821)  -0.743
C (-1.4553, -1.1917, 2.4062)  -1.131
C (-2.3598, -0.2678, -0.6351)  -0.548
C (0.1217, 4.8949, -1.6567)  -0.842
C (2.6012, 2.9430, 0.7246)  -0.340
C (-0.8322, 4.6151, 0.8998)  -0.379
C (-5.9424, -0.0981, -0.3787)  0.562
C (2.4283, 5.0129, 1.9269)  -0.556
C (-2.9401, 1.9745, -0.9280)  0.015
C (4.7879, 0.5623, 2.6445)  -0.104
C (-8.1490, -0.1803, 0.3610)  -0.252
C (-4.2518, 1.6440, -1.1684)  -1.027
C (-1.4224, 1.1123, 3.2879)  -0.340
C (-6.4872, -1.0931, 1.5985)  0.062
C (-0.3174, 6.0209, -0.9570)  0.632
C (-3.6331, -0.6588, -0.8944)  -0.241
C (4.0678, -1.6551, 2.0050)  -0.582
C (0.7621, -0.1951, 2.9935)  -0.799
C (1.6282, 2.9820, 2.9284)  -0.395
C (6.2923, -1.2996, 2.8330)  -0.499
C (5.3127, -2.1559, 2.3449)  -0.780
C (-0.2630, 7.3179, -1.5692)  -0.484
C (-4.6443, 0.3183, -0.9647)  0.652
C (-1.6427, -1.8311, 3.7799)  -0.748
C (1.8317, 4.3519, 2.9955)  -1.072
C (-7.2510, 0.2578, -0.6171)  -0.743
C (-0.8018, 5.8764, 0.3398)  -0.911
C (1.2739, 0.0337, 0.0882)  -0.922
C (0.0557, 3.6776, -1.0230)  -0.016
C (-2.4287, 0.5068, 4.2703)  -0.783
C (2.8245, 4.3081, 0.7946)  -0.864
H (-0.9349, -1.8547, 1.7122)  0.391
H (-3.3711, 0.2644, 3.7769)  0.351
H (-0.8103, -2.4907, 4.0280)  0.427
H (1.5642, 4.8986, 3.8903)  0.510
H (1.9114, 0.3207, -0.7520)  0.618
H (0.5017, 4.9751, -2.6652)  0.570
H (-0.7105, 1.7544, 3.8073)  0.291
H (-1.9917, 1.7478, 2.5616)  0.221
H (5.5219, -3.2104, 2.2288)  0.433
H (2.9406, 2.4008, -0.1531)  0.556
H (-2.5407, -2.4431, 3.6930)  0.469
H (-1.1506, 6.7312, 0.9018)  0.553
H (-9.2094, 0.0137, 0.2471)  0.439
H (-2.4391, -0.9324, 2.0039)  0.525
H (1.2334, 2.4762, 3.8006)  0.582
H (0.9854, -1.0155, -0.0436)  0.669
H (-1.5762, -0.9944, -0.4514)  0.514
H (0.8457, -1.2746, 3.1321)  0.505
H (-2.6217, 3.0074, -0.9469)  0.393
H (7.2646, -1.6928, 3.0975)  0.417
H (-2.6312, 1.2572, 5.0351)  0.500
H (-1.2029, 4.4610, 1.9051)  0.505
H (-2.5267, -1.1435, 5.6288)  0.516
H (-4.9749, 2.4280, -1.3480)  0.453
H (-3.8959, -1.7061, -0.8633)  0.461
H (0.8996, 0.2445, 3.9821)  0.430
H (6.8011, 0.7158, 3.3616)  0.421
H (2.6149, 6.0776, 1.9904)  0.473
H (4.5961, 1.6225, 2.7664)  0.322
H (3.3146, -2.3338, 1.6184)  0.347
H (-7.5824, 0.8264, -1.4740)  0.461
H (-0.8986, -0.5491, 5.3779)  0.274
H (3.3290, 4.8204, -0.0145)  0.536
H (0.3869, 2.7774, -1.5416)  0.340

As for the frontier orbital gap: 4.7 eV. The value obtained for the total energy is -70896.164 eV. The total charge is +2. As for the molecular weight: 813.33 g mol⁻¹. The value obtained for the LUMO energy is -0.284 Eh.

***

> The lowest molecular weight belongs to which entry?

C34H34ClCsNP

***

> What is the molecular weight in the second record?

750.04 g mol⁻¹